Entry 1:
The following is a quantum chemistry calculation of a molecular structure, C30H53CeI2N2O6P2 in a non-equilibrium geometry, from the Open Molecules 2025 dataset.

XYZ file:
```
96
Properties=species:S:1:pos:R:3
Ce 9.703 9.691 12.828
I 12.146 12.698 8.387
C 11.720 10.703 8.641
C 11.950 10.004 7.442
C 11.748 8.639 7.372
I 12.702 7.661 5.747
C 11.187 7.946 8.476
C 10.913 6.560 8.491
C 10.291 6.053 9.635
C 10.268 6.815 10.836
N 10.535 8.159 10.836
C 10.910 8.732 9.706
C 11.084 10.146 9.757
O 10.668 10.802 10.807
H 12.287 10.551 6.592
H 11.129 5.974 7.542
H 9.890 5.040 9.687
H 10.193 6.361 11.797
C 7.684 13.335 14.213
C 7.496 11.848 14.068
C 6.996 11.361 15.423
O 8.715 11.260 13.809
H 6.783 13.934 14.016
H 8.388 13.645 13.449
H 8.108 13.643 15.172
H 6.789 11.654 13.226
H 6.125 11.996 15.795
H 7.806 11.567 16.156
H 6.707 10.266 15.517
C 9.438 5.700 14.380
C 8.996 7.144 14.743
C 7.592 7.013 15.250
C 9.917 7.653 15.926
N 9.071 7.871 13.568
H 9.611 5.102 15.266
H 10.397 5.835 13.941
H 8.741 5.126 13.820
H 7.434 6.752 16.320
H 6.963 6.387 14.556
H 7.083 7.992 15.232
H 9.892 6.829 16.668
H 9.548 8.558 16.372
H 10.921 7.939 15.539
C 12.038 13.033 15.433
C 12.690 12.208 16.516
C 14.025 12.688 17.003
C 11.692 12.091 17.679
O 12.750 10.842 16.151
P 12.854 10.183 14.746
O 13.083 8.730 14.900
O 11.588 10.452 13.879
O 14.037 11.012 14.018
C 15.428 10.573 13.988
C 16.274 11.828 13.568
C 15.887 9.939 15.304
C 15.348 9.643 12.778
H 11.742 14.046 15.848
H 11.059 12.526 15.322
H 12.643 13.136 14.506
H 13.909 13.735 17.313
H 14.704 12.562 16.153
H 14.311 12.137 17.889
H 11.426 13.039 18.076
H 12.236 11.585 18.486
H 10.811 11.466 17.493
H 16.464 12.456 14.516
H 15.834 12.416 12.819
H 17.273 11.390 13.214
H 16.006 10.745 16.046
H 16.890 9.524 15.131
H 15.127 9.169 15.506
H 15.176 10.267 11.889
H 14.542 8.873 12.797
H 16.294 9.152 12.554
C 5.566 7.838 8.595
C 6.854 8.061 9.353
P 6.936 9.490 10.712
C 6.690 10.932 9.561
C 6.646 12.350 10.194
C 5.224 9.429 11.357
C 5.146 8.107 12.224
H 5.657 6.911 7.980
H 5.365 8.614 7.843
H 4.654 7.803 9.195
H 7.719 8.166 8.686
H 7.162 7.260 10.096
H 5.891 10.687 8.867
H 7.611 10.865 8.980
H 5.593 12.507 10.479
H 6.889 13.170 9.574
H 7.246 12.297 11.118
H 4.523 9.426 10.528
H 5.127 10.331 11.998
H 4.742 7.238 11.676
H 4.505 8.337 13.091
H 6.181 7.819 12.501
```

Results
**F_max**: 0.08086 Eh/bohr
**Orbital gap (spin up / spin down)**: 6.5 / 6.5 eV
**Charge**: -1

These are the Löwdin partial charges, in e, on atoms 1 to 6: 1.129, 0.895, -0.665, -0.294, -0.662, 0.817

Entry 2:
The following is a quantum chemistry calculation of a molecular structure, C30H53Cl8N3O4SSi in a non-equilibrium geometry, from the Open Molecules 2025 dataset.

XYZ file:
```
100
Properties=species:S:1:pos:R:3
C 3.224 5.466 0.048
C 4.406 4.615 -0.440
O 5.180 4.139 0.354
O 4.496 4.412 -1.803
C 4.245 3.032 -2.139
C 2.971 2.452 -1.492
C 2.698 1.018 -2.103
C 2.216 0.079 -0.968
C 0.812 -0.385 -0.942
C -0.194 0.049 -2.002
C 0.103 -0.501 -3.424
C -0.323 -1.968 -3.631
N -1.779 -2.164 -3.434
C 0.415 -1.234 0.063
O -0.874 -1.715 0.104
C -1.735 -0.872 0.894
C -2.934 -1.735 1.384
C -3.464 -1.048 2.706
C -4.123 -1.747 0.389
C -3.974 -2.677 -0.868
C -2.992 -3.865 -0.703
C -5.399 -3.310 -1.110
C 1.340 -1.665 1.068
N 1.142 -2.487 2.106
S 2.543 -2.642 2.895
N 3.520 -1.666 2.012
C 2.724 -1.218 1.052
C 3.115 -0.328 -0.025
C 4.600 0.083 -0.030
C 5.358 -0.994 -0.889
O 5.787 -2.090 -0.088
Si 7.222 -2.810 -0.594
C 7.787 -3.899 0.859
C 8.635 -1.599 -0.925
C 7.044 -3.967 -2.074
H 2.576 5.686 -0.817
H 3.613 6.427 0.425
H 2.627 4.944 0.805
H 5.151 2.432 -1.948
H 4.084 3.015 -3.231
H 2.110 3.077 -1.776
H 3.053 2.315 -0.405
H 3.636 0.574 -2.483
H 1.935 1.102 -2.881
H -1.206 -0.288 -1.726
H -0.248 1.156 -1.997
H 1.175 -0.450 -3.681
H -0.422 0.122 -4.170
H 0.267 -2.639 -2.985
H -0.102 -2.258 -4.681
H -1.992 -3.044 -3.902
H -2.246 -1.452 -3.996
H -2.066 0.026 0.344
H -1.196 -0.584 1.818
H -2.584 -2.728 1.693
H -3.028 -1.536 3.592
H -4.548 -1.254 2.755
H -3.352 0.041 2.690
H -4.200 -0.709 0.001
H -5.095 -1.951 0.865
H -3.766 -2.090 -1.775
H -2.951 -4.281 0.315
H -2.000 -3.618 -1.109
H -3.372 -4.686 -1.343
H -6.126 -2.577 -1.493
H -5.363 -4.185 -1.778
H -5.732 -3.690 -0.124
H 4.972 0.104 1.004
H 4.758 1.064 -0.490
H 6.156 -0.514 -1.484
H 4.606 -1.392 -1.601
H 8.809 -4.251 0.636
H 7.779 -3.322 1.796
H 7.148 -4.790 0.963
H 9.510 -2.200 -1.227
H 8.376 -0.964 -1.789
H 8.892 -1.006 -0.034
H 6.634 -3.497 -2.983
H 6.465 -4.872 -1.821
H 8.065 -4.310 -2.331
C -4.372 0.727 -5.628
Cl -5.148 -0.859 -5.641
Cl -2.609 0.583 -5.674
H -4.700 1.287 -6.498
H -4.656 1.249 -4.721
C -5.791 2.511 3.490
Cl -4.949 1.210 4.339
Cl -5.653 2.328 1.733
H -6.840 2.489 3.765
H -5.353 3.459 3.780
C -6.725 5.977 4.963
Cl -5.888 4.670 5.819
Cl -6.590 5.801 3.207
H -7.771 5.957 5.234
H -6.282 6.923 5.254
C -8.191 4.413 8.672
Cl -8.569 5.738 7.562
Cl -8.640 2.849 7.989
H -7.123 4.418 8.868
H -8.740 4.565 9.595
```

Results
**F_max**: 0.04418 Eh/bohr
**Orbital gap**: 8.1 eV

These are the Löwdin partial charges, in e, on atoms 1 to 6: 0.012, -0.513, 0.118, -0.038, -0.178, -0.148

Entry 3:
The following is a quantum chemistry calculation of a molecular structure, C30H53O12Y in a non-equilibrium geometry, from the Open Molecules 2025 dataset.

XYZ file:
```
96
Properties=species:S:1:pos:R:3
Y -2.281 -3.507 -2.154
C -0.049 -0.216 0.429
C 0.116 -1.154 -0.763
O -0.964 -2.028 -0.939
H -0.227 -0.826 1.319
H -0.893 0.467 0.333
H 0.859 0.359 0.605
H 1.028 -1.736 -0.583
H 0.278 -0.536 -1.654
C 1.440 1.286 4.014
C 1.763 2.708 3.579
C 3.204 2.577 3.068
O 3.743 1.456 3.747
C 2.769 0.914 4.658
H 1.220 0.640 3.164
H 0.600 1.330 4.705
H 1.707 3.421 4.403
H 1.093 3.109 2.814
H 3.756 3.496 3.269
H 3.181 2.388 1.989
H 2.852 1.360 5.653
H 3.012 -0.140 4.762
C 4.135 2.444 -1.864
C 4.237 3.572 -2.896
C 2.784 3.912 -3.212
O 1.986 3.265 -2.229
C 2.656 2.073 -1.856
H 4.447 2.801 -0.881
H 4.764 1.573 -2.057
H 4.737 3.196 -3.789
H 4.769 4.444 -2.524
H 2.522 3.607 -4.233
H 2.586 4.984 -3.202
H 2.433 1.258 -2.558
H 2.345 1.767 -0.856
C -2.017 3.586 -2.100
C -1.650 2.119 -2.344
C -2.674 1.669 -3.399
O -3.239 2.859 -3.976
C -2.562 4.006 -3.469
H -1.181 4.185 -1.750
H -2.825 3.607 -1.364
H -1.783 1.519 -1.441
H -0.632 2.062 -2.729
H -3.503 1.103 -2.968
H -2.184 1.165 -4.236
H -3.296 4.800 -3.336
H -1.768 4.336 -4.141
O -4.390 -2.464 3.813
C -3.659 -1.535 3.826
O -4.006 -0.368 4.432
C -2.998 0.624 4.380
C -1.754 -0.083 3.804
C -2.253 -1.393 3.263
H -2.749 1.053 5.347
H -3.286 1.463 3.741
H -1.049 -0.225 4.623
H -1.244 0.542 3.072
H -1.646 -2.271 3.482
H -2.242 -1.358 2.169
O -0.186 -3.611 -3.309
C 0.918 -4.000 -3.731
O 1.016 -4.533 -4.903
C 2.420 -4.732 -5.289
C 3.121 -4.733 -3.947
C 2.254 -3.842 -3.060
H 2.721 -3.963 -5.995
H 2.502 -5.694 -5.788
H 4.152 -4.392 -4.063
H 3.234 -5.722 -3.504
H 2.561 -2.793 -3.123
H 2.318 -4.092 -2.005
O -3.940 -1.868 -1.501
C -4.569 -0.924 -1.021
O -5.616 -0.452 -1.644
C -6.163 0.683 -0.904
C -4.991 1.187 -0.047
C -4.224 -0.104 0.188
H -7.016 0.363 -0.307
H -6.499 1.390 -1.656
H -5.377 1.551 0.904
H -4.489 2.003 -0.562
H -4.509 -0.533 1.149
H -3.137 0.000 0.190
O 0.919 -2.104 4.852
C 1.250 -2.571 3.811
O 0.545 -3.579 3.232
C 1.010 -3.813 1.895
C 2.471 -3.404 1.977
C 2.464 -2.223 2.958
H 0.353 -3.212 1.256
H 0.920 -4.840 1.539
H 2.826 -3.058 1.001
H 3.089 -4.210 2.361
H 2.280 -1.251 2.502
H 3.350 -2.186 3.585
```

Results
**F_max**: 0.13178 Eh/bohr
**Orbital gap**: 4.1 eV
**Charge**: +2
**ΔE to the lowest compared entry with this formula, charge and spin**: 0.000 eV

These are the Löwdin partial charges, in e, on atoms 1 to 6: 2.051, -0.070, -0.371, -0.387, 0.051, 0.058

Entry 4:
The following is a quantum chemistry calculation of 4 unconnected molecules or ions with the total composition C30H54BrCl2N2O9 in a non-equilibrium geometry, from the Open Molecules 2025 dataset.

XYZ file:
```
98
Properties=species:S:1:pos:R:3
C -3.218 4.807 4.766
C -3.423 3.252 5.103
C -2.657 2.443 3.991
Br -3.648 2.314 2.260
C -1.989 1.113 4.425
N -0.622 1.020 4.178
C 0.187 -0.038 4.506
C 1.728 -0.022 4.218
C 2.081 -0.593 2.804
O 2.355 -1.745 2.670
O 2.057 0.324 1.743
C 1.302 -0.228 0.646
C -0.156 0.354 0.477
O 1.747 -1.045 -0.083
C -0.356 -1.199 5.158
C -1.828 -1.180 5.418
N -2.343 -2.369 6.031
C -2.908 -3.148 5.155
C -3.963 -4.224 5.565
C -2.611 -3.054 3.604
C -2.697 -0.010 5.055
C -4.213 -0.117 5.371
Cl -4.741 0.867 6.830
C -5.213 -0.029 4.140
C -6.120 -1.353 4.121
Cl -6.383 1.348 4.195
H -2.159 5.060 4.510
H -3.933 5.022 3.921
H -3.518 5.406 5.666
H -4.524 3.097 5.132
H -2.893 3.074 6.072
H -1.807 3.131 3.701
H -0.177 1.816 3.707
H 2.181 0.994 4.414
H 2.199 -0.697 4.985
H -0.843 -0.171 1.192
H -0.453 0.161 -0.584
H -0.157 1.459 0.660
H 0.257 -2.079 5.461
H -3.724 -5.188 5.025
H -4.984 -3.923 5.213
H -3.936 -4.473 6.656
H -3.024 -2.112 3.150
H -3.054 -3.911 3.035
H -1.503 -3.074 3.452
H -4.353 -1.167 5.757
H -4.601 -0.095 3.208
H -7.101 -1.071 3.646
H -5.646 -2.187 3.546
H -6.365 -1.638 5.186
C 4.036 -2.871 -0.813
O 5.332 -3.397 -1.059
C 5.312 -4.485 -1.976
C 5.715 -4.045 -3.375
O 4.760 -3.148 -3.934
C 5.168 -1.792 -3.844
H 4.150 -1.904 -0.326
H 3.465 -2.734 -1.734
H 3.491 -3.542 -0.141
H 4.329 -4.968 -1.987
H 6.040 -5.220 -1.617
H 5.747 -4.924 -4.025
H 6.712 -3.595 -3.370
H 5.928 -1.582 -4.605
H 5.563 -1.547 -2.855
H 4.297 -1.163 -4.037
C 0.132 -1.870 -3.558
O -0.964 -2.323 -4.339
C -2.194 -1.727 -3.944
C -2.583 -0.585 -4.870
O -1.666 0.497 -4.771
C -0.723 0.513 -5.835
H 1.052 -2.155 -4.070
H 0.126 -0.785 -3.429
H 0.110 -2.357 -2.578
H -2.148 -1.387 -2.904
H -2.961 -2.507 -4.007
H -3.564 -0.204 -4.566
H -2.665 -0.932 -5.904
H -1.201 0.896 -6.743
H -0.307 -0.478 -6.029
H 0.091 1.185 -5.558
C 3.215 2.555 -6.067
O 2.141 3.398 -5.672
C 2.320 3.923 -4.363
C 2.835 5.354 -4.399
O 4.148 5.421 -4.942
C 4.156 5.829 -6.303
H 3.149 2.403 -7.145
H 4.188 2.993 -5.835
H 3.122 1.585 -5.568
H 2.986 3.284 -3.773
H 1.337 3.918 -3.879
H 2.893 5.733 -3.374
H 2.151 6.001 -4.958
H 3.989 6.910 -6.366
H 3.399 5.307 -6.892
H 5.138 5.602 -6.718
```

Results
**F_max**: 0.06857 Eh/bohr
**Orbital gap**: 6.1 eV
**Charge**: +1

These are the Löwdin partial charges, in e, on atoms 1 to 6: -0.099, -0.288, -0.587, 0.735, -0.130, 0.157

Entry 5:
The following is a quantum chemistry calculation of a molecular structure, C30H54GaP2 in a non-equilibrium geometry, from the Open Molecules 2025 dataset.

XYZ file:
```
87
Properties=species:S:1:pos:R:3
Ga 0.242 -0.528 -1.123
C -3.031 1.968 -0.048
C -3.514 1.066 -1.034
C -3.133 -0.119 0.906
C -2.881 1.248 1.169
C -3.541 -0.231 -0.454
C -2.664 3.384 -0.254
H -2.621 3.615 -1.330
H -1.672 3.599 0.194
H -3.392 4.070 0.218
C -2.411 1.823 2.448
H -2.465 2.918 2.423
H -1.369 1.528 2.639
H -3.012 1.476 3.300
C -2.901 -1.258 1.810
H -2.969 -0.947 2.869
H -1.886 -1.695 1.642
H -3.657 -2.043 1.620
C -3.831 -1.495 -1.157
H -4.728 -1.410 -1.797
H -3.990 -2.318 -0.438
H -2.976 -1.772 -1.804
C -3.870 1.443 -2.414
H -4.504 2.342 -2.409
H -4.422 0.653 -2.944
H -2.964 1.687 -2.989
C 1.999 0.458 -2.038
C 0.732 1.156 -2.140
C 0.003 1.273 -3.467
C -0.852 0.074 -3.915
C -0.630 -1.184 -3.118
C 0.594 -1.847 -3.133
C 1.807 -1.363 -3.875
C 2.666 -0.315 -3.131
H 0.743 1.496 -4.260
H -0.608 -0.092 -4.977
H -0.685 2.131 -3.380
H 3.055 0.390 -3.887
H 2.732 0.846 -1.307
H 0.716 2.101 -1.563
H 3.542 -0.839 -2.690
H 2.471 -2.227 -4.033
H 0.600 -2.911 -2.876
H 1.537 -0.977 -4.876
H -1.930 0.305 -3.882
H -1.528 -1.782 -2.937
P 2.133 2.492 0.286
C 1.303 3.164 1.769
H 2.081 3.495 2.472
H 0.695 2.377 2.239
H 0.667 4.006 1.461
C 3.705 1.793 0.971
H 4.185 2.599 1.547
H 4.359 1.473 0.141
H 3.477 0.930 1.622
C 2.713 4.004 -0.591
H 2.889 3.753 -1.648
H 3.651 4.340 -0.127
H 1.944 4.792 -0.526
P 1.218 -2.947 -0.441
C -0.230 -4.094 -0.509
H 0.057 -5.081 -0.897
H -1.005 -3.663 -1.161
H -0.655 -4.208 0.499
C 2.712 -3.533 -1.324
H 2.712 -3.324 -2.397
H 2.831 -4.607 -1.158
H 3.570 -3.015 -0.879
C 1.759 -3.213 1.267
H 1.824 -4.290 1.484
H 1.024 -2.749 1.921
H 2.734 -2.734 1.412
C 1.706 -1.409 3.893
C 0.573 -0.450 3.548
C -0.723 -0.986 4.151
C 0.877 0.869 4.254
C 0.416 -0.335 2.067
C 0.302 -0.392 0.831
H 1.885 -1.382 4.967
H 2.622 -1.145 3.359
H 1.416 -2.429 3.640
H -0.599 -1.123 5.232
H -1.553 -0.288 3.984
H -0.965 -1.956 3.706
H 1.846 1.256 3.938
H 0.107 1.629 4.110
H 0.933 0.684 5.333
```

Results
**F_max**: 0.05325 Eh/bohr
**Orbital gap (spin up / spin down)**: 3.4 / 3.3 eV
**Charge**: +1
**ΔE to the lowest compared entry with this formula, charge and spin**: 0.000 eV

These are the Löwdin partial charges, in e, on atoms 1 to 6: 0.506, -0.162, -0.158, -0.171, -0.147, -0.163